[1]
This record from the Open Molecules 2025 dataset describes a 2-piece molecular cluster, CH3OS overall. The level of theory is ωB97M-V/def2-TZVPD.

Bonds (Å) are listed after each position.
Geometry (Å):
1 S 0.226 0.977 1.319  H5 1.333
2 O -1.141 -0.694 -1.599  C3 1.227
3 C -0.098 -0.557 -0.967  O2 1.227, H4 1.107, H6 1.083
4 H 0.673 0.170 -1.287  C3 1.107
5 H 0.201 1.250 2.624  S1 1.333
6 H 0.139 -1.145 -0.089  C3 1.083

Kohn-Sham gap = 7.195 eV
Total charge = -1
Energy above the lowest of the compared OMol25 structures with the same formula, charge and spin = 0.146 eV
Largest force on an atom = 1.8 eV Å⁻¹
HOMO = -2.78 eV
Molecular weight = 63.10 g/mol
Multiplicity = 1
Lowest unoccupied orbital energy = 0.162 Eh

[2]
This record from the Open Molecules 2025 dataset describes one molecule with the formula C4H2F4. The level of theory is ωB97M-V/def2-TZVPD.

Bonds (Å) are listed after each position.
Geometry (Å):
1 F 0.887 1.800 -0.085  C6 1.291
2 F 0.647 -1.468 1.006  C5 1.318
3 F 1.440 0.224 -1.412  C6 1.364
4 F 2.323 0.446 0.606  C6 1.327
5 C 0.111 -0.327 0.625  F2 1.318, C6 1.585, C7 1.485, H10 1.165
6 C 1.209 0.550 -0.108  F1 1.291, F3 1.364, F4 1.327, C5 1.585
7 C -1.141 -0.511 -0.152  C5 1.485, C8 1.185
8 C -2.193 -0.627 -0.684  C7 1.185, H9 1.019
9 H -3.052 -0.530 -1.225  C8 1.019
10 H -0.232 0.443 1.430  C5 1.165

Kohn-Sham gap = 11.814 eV
Total charge = 0
Energy above the lowest of the compared OMol25 structures with the same formula, charge and spin = 0.000 eV
Largest force on an atom = 4.0 eV Å⁻¹
HOMO = -10.97 eV
SMILES string = C#C[C@@H](F)C(F)(F)F
Molecular weight = 126.05 g/mol
Multiplicity = 1
Lowest unoccupied orbital energy = 0.031 Eh

[3]
This record from the Open Molecules 2025 dataset describes a 8-piece molecular cluster, C22H36O20 overall. The level of theory is ωB97M-V/def2-TZVPD.

Bonds (Å) are listed after each position.
Geometry (Å):
1 O 2.905 -2.178 5.281  C36 1.411, C38 1.402
2 O 1.589 0.952 4.545  C21 1.342, C41 1.427
3 O 1.017 -2.027 -5.115  C27 1.302, C37 1.431
4 O -2.924 -4.032 -2.977  C33 1.340, C34 1.409
5 O -0.826 4.955 0.176  C22 1.392, C24 1.318
6 O -0.610 0.972 4.717  C21 1.351, C42 1.424
7 O -0.027 6.782 1.351  C24 1.252
8 O 0.184 0.140 2.814  C21 1.266
9 O -3.607 -2.304 -4.169  C32 1.368, C33 1.340
10 O 5.019 -1.477 4.405  C38 1.259
11 O 1.814 4.505 -1.725  C28 1.461, C30 1.280
12 O -0.295 -0.494 -5.967  C27 1.396, C31 1.368
13 O 3.922 4.591 -2.275  C25 1.423, C30 1.375
14 O 3.182 3.056 -0.710  C30 1.246
15 O 3.556 -2.709 3.230  C23 1.395, C38 1.310
16 O 1.364 0.080 -4.424  C27 1.224
17 O 0.526 4.583 1.836  C24 1.378, C39 1.389
18 O 1.590 -1.361 -1.480  C40 1.424, H52 0.960
19 O -2.377 -1.870 -2.357  C33 1.233
20 O -1.227 -2.901 2.356  C29 1.499, H57 0.960
21 C 0.441 0.538 3.988  O2 1.342, O6 1.351, O8 1.266
22 C -0.912 3.587 0.420  O5 1.392, C39 1.539, H56 1.090, H65 1.090
23 C 2.199 -3.026 3.282  O15 1.395, C36 1.491, H43 1.090, H48 1.090
24 C -0.088 5.560 1.085  O5 1.318, O7 1.252, O17 1.378
25 C 3.235 5.476 -3.153  O13 1.423, C28 1.535, H51 1.090, H64 1.090
26 C -3.131 -1.420 2.795  C29 1.541, H45 1.090, H46 1.090, H73 1.090
27 C 0.763 -0.750 -5.093  O3 1.302, O12 1.396, O16 1.224
28 C 1.748 5.517 -2.777  O11 1.461, C25 1.535, H58 1.090, H70 1.090
29 C -1.975 -2.200 3.449  O20 1.499, C26 1.541, H59 1.090, H75 1.090
30 C 2.947 3.931 -1.566  O11 1.280, O13 1.375, O14 1.246
31 C -0.833 -1.689 -6.362  O12 1.368, C37 1.465, H61 1.090, H74 1.090
32 C -4.223 -3.376 -4.753  O9 1.368, C34 1.503, H63 1.090, H78 1.090
33 C -2.866 -2.702 -3.125  O4 1.340, O9 1.340, O19 1.233
34 C -3.808 -4.567 -3.935  O4 1.409, C32 1.503, H53 1.090, H76 1.090
35 C 0.327 0.397 -0.478  C40 1.493, H55 1.090, H68 1.090, H77 1.090
36 C 1.936 -3.054 4.749  O1 1.411, C23 1.491, H44 1.090, H54 1.090
37 C -0.022 -2.758 -5.774  O3 1.431, C31 1.465, H49 1.090, H72 1.090
38 C 3.890 -2.024 4.296  O1 1.402, O10 1.259, O15 1.310
39 C 0.273 3.303 1.360  O17 1.389, C22 1.539, H60 1.090, H66 1.090
40 C 0.427 -1.074 -0.712  O18 1.424, C35 1.493, H50 1.090, H67 1.090
41 C 1.358 1.340 5.899  O2 1.427, C42 1.565, H47 1.090, H69 1.090
42 C -0.197 1.493 5.976  O6 1.424, C41 1.565, H62 1.090, H71 1.090
43 H 1.502 -2.419 2.703  C23 1.090
44 H 2.180 -4.086 5.001  C36 1.090
45 H -3.781 -2.013 2.151  C26 1.090
46 H -2.734 -0.649 2.134  C26 1.090
47 H 1.582 0.507 6.565  C41 1.090
48 H 2.047 -4.064 2.987  C23 1.090
49 H -0.585 -3.113 -4.910  C37 1.090
50 H 0.467 -1.723 0.163  C40 1.090
51 H 3.678 6.458 -2.988  C25 1.090
52 H 1.600 -1.028 -2.380  O18 0.960
53 H -4.682 -4.988 -3.438  C34 1.090
54 H 0.916 -2.978 5.126  C36 1.090
55 H -0.049 0.902 -1.368  C35 1.090
56 H -1.865 3.454 0.933  C22 1.090
57 H -1.388 -2.213 1.706  O20 0.960
58 H 1.250 6.421 -2.426  C28 1.090
59 H -2.456 -2.833 4.194  C29 1.090
60 H -0.068 2.650 2.163  C39 1.090
61 H -0.667 -1.869 -7.424  C31 1.090
62 H -0.606 0.754 6.666  C42 1.090
63 H -5.289 -3.339 -4.981  C32 1.090
64 H 3.359 5.401 -4.234  C25 1.090
65 H -0.947 3.023 -0.512  C22 1.090
66 H 1.022 2.773 0.771  C39 1.090
67 H -0.473 -1.389 -1.240  C40 1.090
68 H 1.327 0.798 -0.315  C35 1.090
69 H 2.003 2.168 6.194  C41 1.090
70 H 1.181 5.094 -3.606  C28 1.090
71 H -0.684 2.434 6.231  C42 1.090
72 H 0.220 -3.436 -6.593  C37 1.090
73 H -3.666 -1.002 3.647  C26 1.090
74 H -1.842 -1.817 -5.971  C31 1.090
75 H -1.243 -1.575 3.961  C29 1.090
76 H -3.338 -5.340 -4.544  C34 1.090
77 H -0.350 0.634 0.342  C35 1.090
78 H -3.888 -3.364 -5.791  C32 1.090

Kohn-Sham gap (spin up / spin down) = 10.159 / 3.633 eV
Total charge = +1
Largest force on an atom = 5.4 eV Å⁻¹
HOMO (spin up / spin down) = -12.45 / -12.45 eV
Molecular weight = 620.51 g/mol
⟨S²⟩ = 0.75
Multiplicity = 2
Lowest unoccupied orbital energy (spin up / spin down) = -0.084 / -0.324 Eh

Question: Which formula does entry 2 have?
Answer: C4H2F4